# 1
Below is one molecule with the formula C6H6O, with properties calculated with ωB97M-V/def2-TZVPD.

Summary:
Energy above the lowest of the compared OMol25 structures with the same formula, charge and spin: 97.1 kcal per mole
Energy: -8362.295 eV
Lowest unoccupied orbital energy: 0.921 eV
Structure (SMILES): C#CC[C@H](O)C#C

ORCA input file:
```
! wB97M-V def2-TZVPD RIJCOSX def2/J DEFGRID3
* xyz 0 1
C 0.729 -1.286 -2.004
C 0.937 -0.906 -0.881
C 1.082 -0.446 0.501
C -0.287 0.049 1.071
O -1.375 -0.854 0.941
C -0.768 1.227 0.385
C -1.242 2.137 -0.232
H 0.549 -1.626 -3.001
H 1.430 -1.266 1.141
H 1.855 0.342 0.559
H -0.097 0.299 2.132
H -1.679 -0.779 0.019
H -1.134 3.109 -0.631
*
```

natural (NBO) population analysis, charges in e, atoms 1 to 8:
1 C -0.250
2 C 0.001
3 C -0.495
4 C 0.032
5 O -0.684
6 C -0.029
7 C -0.238
8 H 0.241

=====

# 2
Below is C36H37AsN3O4PdSSi as an isolated structure, with properties calculated with ωB97M-V/def2-TZVPD.

Summary:
Energy above the lowest of the compared OMol25 structures with the same formula, charge and spin: 8.4 kcal per mole
Energy: -133628.194 eV
Lowest unoccupied orbital energy: 2.607 eV

ORCA input file:
```
! wB97M-V def2-TZVPD RIJCOSX def2/J DEFGRID3
* xyz -1 1
Pd -0.163 0.078 -0.153
C 0.309 5.552 6.206
C 0.620 4.795 4.943
C 1.440 5.336 3.964
C 1.736 4.624 2.804
C 1.207 3.361 2.621
C 0.375 2.806 3.589
C 0.090 3.519 4.737
S 1.539 2.418 1.140
O 2.115 1.175 1.594
O 2.380 3.282 0.326
N 0.125 2.143 0.508
C -0.497 3.349 -0.028
C -1.965 3.073 -0.238
O -2.862 3.605 0.372
O -2.191 2.139 -1.176
H 0.628 6.592 6.129
H 0.819 5.110 7.065
H -0.760 5.541 6.420
H 1.854 6.328 4.104
H 2.376 5.038 2.036
H -0.044 1.822 3.421
H -0.561 3.087 5.489
H -0.058 3.659 -0.985
H -0.428 4.195 0.664
C 2.442 -3.460 -4.336
C 2.925 -3.831 -3.092
C 2.219 -3.500 -1.939
C 1.027 -2.790 -2.021
C 0.559 -2.406 -3.277
C 1.252 -2.747 -4.426
As 0.024 -2.163 -0.456
C -1.526 -3.361 -0.620
C -1.565 -4.506 -1.409
C -2.714 -5.285 -1.463
C -3.835 -4.926 -0.725
C -3.805 -3.782 0.061
C -2.657 -3.002 0.106
C 1.004 -3.109 0.953
C 0.944 -4.482 1.163
C 1.688 -5.067 2.179
C 2.498 -4.279 2.988
C 2.557 -2.908 2.783
C 1.807 -2.320 1.771
H 2.993 -3.714 -5.233
H 3.858 -4.375 -3.011
H 2.611 -3.793 -0.973
H -0.351 -1.820 -3.353
H 0.874 -2.440 -5.394
H -0.701 -4.789 -2.001
H -2.734 -6.172 -2.084
H -4.732 -5.532 -0.769
H -4.678 -3.490 0.633
H -2.636 -2.095 0.703
H 0.314 -5.103 0.536
H 1.635 -6.138 2.339
H 3.079 -4.736 3.780
H 3.185 -2.287 3.410
H 1.842 -1.244 1.613
C -5.065 2.092 -1.694
Si -3.574 1.142 -1.089
C -3.750 0.608 0.683
C -3.173 -0.255 -2.248
H -5.938 1.434 -1.723
H -4.904 2.479 -2.702
H -5.280 2.930 -1.031
H -4.379 -0.281 0.780
H -4.178 1.407 1.289
H -2.755 0.372 1.076
H -3.788 -1.137 -2.050
H -2.128 -0.528 -2.071
H -3.302 0.029 -3.294
N 6.192 0.957 -1.772
C 5.091 1.215 -1.977
C 3.726 1.555 -2.273
C 3.386 2.848 -2.650
C 2.062 3.110 -2.941
C 1.143 2.076 -2.834
N 1.458 0.838 -2.464
C 2.731 0.585 -2.186
H 4.140 3.621 -2.696
H 1.739 4.102 -3.225
H 0.089 2.251 -3.029
H 2.969 -0.425 -1.869
*
```

Löwdin population analysis, charges in e, atoms 1 to 8:
1 Pd 0.207
2 C -0.064
3 C -0.287
4 C -0.050
5 C -0.057
6 C -0.280
7 C -0.049
8 C -0.046

=====

# 3
Below is C63H77Ge2O2P2PbS5 as an isolated structure, with properties calculated with ωB97M-V/def2-TZVPD.

Summary:
Energy above the lowest of the compared OMol25 structures with the same formula, charge and spin: 46.9 kcal per mole
Energy: -261711.352 eV
Lowest unoccupied orbital energy: -2.322 eV

ORCA input file:
```
! wB97M-V def2-TZVPD RIJCOSX def2/J DEFGRID3
* xyz 1 1
Pb 0.734 -2.058 -1.135
C 3.526 -6.079 -2.854
P 3.075 -4.347 -2.418
C 3.696 -4.283 -0.667
C 4.392 -3.358 -3.226
C 5.650 -3.863 -3.538
C 6.619 -3.044 -4.097
C 6.358 -1.700 -4.305
C 5.109 -1.179 -4.003
C 4.110 -2.008 -3.501
P 2.408 -1.397 -3.243
C 1.559 -2.011 -4.748
C 2.512 0.397 -3.553
H 4.449 -6.416 -2.383
H 3.625 -6.156 -3.937
H 2.712 -6.730 -2.539
H 4.788 -4.361 -0.640
H 3.265 -5.132 -0.120
H 3.564 -2.947 0.777
H 5.880 -4.905 -3.351
H 7.585 -3.453 -4.363
H 7.126 -1.052 -4.707
H 4.915 -0.129 -4.168
H 2.150 -1.744 -5.623
H 0.574 -1.548 -4.810
H 1.449 -3.093 -4.700
H 2.822 0.605 -4.578
H 3.205 0.849 -2.844
H 1.516 0.805 -3.390
C 1.870 7.337 0.617
C 1.231 6.130 1.243
C 2.003 5.056 1.666
C 1.454 3.996 2.378
C 2.343 2.902 2.911
C 0.079 4.005 2.646
C -0.724 5.055 2.184
C -2.202 5.077 2.480
C -0.136 6.098 1.486
C -0.490 3.046 3.635
C -0.707 3.576 4.908
C -1.173 2.792 5.946
C -1.399 1.445 5.727
C -1.188 0.875 4.474
C -0.757 1.691 3.421
Ge -0.675 1.008 1.541
S 1.283 -0.240 0.947
S -0.467 2.392 -0.214
Ge -1.898 0.919 -1.264
S -0.795 -0.545 -2.499
S -2.442 -0.110 0.733
C -3.291 1.692 -2.466
C -4.379 0.892 -2.846
C -5.374 1.452 -3.641
C -5.278 2.763 -4.078
C -4.158 3.512 -3.765
C -3.144 2.986 -2.964
C -1.894 3.791 -2.848
C -1.815 4.891 -1.991
C -2.934 5.185 -1.028
C -0.708 5.728 -2.058
C 0.321 5.496 -2.961
C 1.501 6.423 -3.069
C 0.238 4.384 -3.787
C -0.858 3.534 -3.760
C -0.958 2.409 -4.757
C -4.433 -0.557 -2.501
C -4.910 -0.999 -1.265
C -5.561 -0.045 -0.295
C -4.864 -2.359 -0.965
C -4.392 -3.287 -1.876
C -4.343 -4.757 -1.555
C -3.978 -2.834 -3.127
C -3.996 -1.490 -3.459
C -3.543 -1.047 -4.824
C -1.413 -0.596 4.375
C -0.434 -1.475 4.859
C 0.912 -1.002 5.346
C -0.717 -2.838 4.892
C -1.919 -3.349 4.426
C -2.195 -4.829 4.436
C -2.884 -2.458 3.973
C -2.666 -1.087 3.978
C -3.803 -0.148 3.671
H 2.806 7.081 0.121
H 2.097 8.074 1.390
H 1.206 7.811 -0.104
H 3.071 5.066 1.476
H 3.392 3.174 2.803
H 2.186 1.965 2.374
H 2.139 2.715 3.966
H -2.623 4.071 2.458
H -2.733 5.693 1.758
H -2.392 5.492 3.472
H -0.754 6.927 1.156
H -0.483 4.623 5.067
H -1.344 3.228 6.921
H -1.736 0.804 6.532
H -6.229 0.845 -3.914
H -6.061 3.192 -4.690
H -4.038 4.513 -4.163
H -3.300 4.269 -0.562
H -3.776 5.652 -1.544
H -2.597 5.865 -0.248
H -0.656 6.591 -1.404
H 1.264 7.413 -2.683
H 1.814 6.525 -4.108
H 2.348 6.029 -2.504
H 1.036 4.195 -4.498
H -0.044 2.337 -5.347
H -1.796 2.576 -5.438
H -1.128 1.452 -4.263
H -5.230 0.979 -0.453
H -5.350 -0.331 0.735
H -6.644 -0.069 -0.436
H -5.220 -2.690 0.005
H -4.918 -4.988 -0.659
H -3.313 -5.083 -1.392
H -4.745 -5.343 -2.381
H -3.624 -3.552 -3.861
H -3.286 -1.906 -5.442
H -2.667 -0.398 -4.743
H -4.325 -0.481 -5.330
H 0.910 0.055 5.596
H 1.670 -1.157 4.574
H 1.214 -1.567 6.229
H 0.025 -3.515 5.304
H -1.316 -5.392 4.751
H -2.489 -5.172 3.443
H -3.013 -5.063 5.119
H -3.846 -2.836 3.644
H -4.537 -0.621 3.020
H -3.460 0.771 3.200
H -4.302 0.130 4.603
C 1.074 -2.556 2.198
O 1.618 -1.243 2.218
H 1.345 -2.996 3.154
H 1.513 -3.150 1.391
H -0.018 -2.549 2.108
O 3.249 -3.040 -0.145
S 4.106 -3.404 2.936
C 5.752 -4.198 2.830
C 5.491 -5.696 2.898
C 4.403 -5.883 3.951
C 3.287 -4.898 3.616
H 6.342 -3.858 3.679
H 6.236 -3.883 1.907
H 6.405 -6.230 3.160
H 5.139 -6.056 1.928
H 4.810 -5.655 4.937
H 4.018 -6.903 3.963
H 2.709 -4.605 4.490
H 2.607 -5.292 2.860
*
```

Löwdin population analysis, charges in e, atoms 1 to 8:
1 Pb 0.812
2 C -0.276
3 P 0.931
4 C -0.417
5 C -0.385
6 C -0.082
7 C -0.064
8 C -0.062

=====

# 4
Below is C33H60F10Li2NO19S9 as an isolated structure, with properties calculated with ωB97M-V/def2-TZVPD.

Summary:
Expectation value of S²: 0.7584
Energy: -200661.646 eV
Lowest unoccupied orbital energy (alpha / beta): -6.498 / -10.765 eV

ORCA input file:
```
! wB97M-V def2-TZVPD RIJCOSX def2/J DEFGRID3
* xyz 2 2
Li 1.222 1.829 -0.383
Li 0.764 1.887 2.029
N 0.312 0.461 0.718
S 0.860 -0.925 0.537
O 0.699 -1.338 -0.836
O 0.944 -1.844 1.720
F 2.355 -0.325 0.481
S -1.372 -0.022 0.703
O -1.795 -1.326 1.268
O -2.088 0.322 -0.550
F -2.008 0.996 1.802
C 6.113 0.109 0.741
C 7.037 1.331 1.187
C 8.423 0.811 1.214
S 8.361 -1.037 1.624
O 8.618 -1.279 3.071
O 9.135 -1.639 0.549
C 6.589 -1.236 1.364
H 6.044 0.019 -0.344
H 5.105 0.503 0.872
H 6.795 1.543 2.228
H 6.742 2.210 0.615
H 9.199 1.254 1.839
H 8.768 0.941 0.188
H 6.089 -1.148 2.329
H 6.436 -2.201 0.881
C -5.252 1.555 0.549
C -5.405 2.120 -0.793
C -5.624 3.644 -0.656
S -6.665 3.861 0.825
O -8.028 3.412 0.560
O -6.310 5.103 1.548
C -5.786 2.461 1.758
H -4.222 1.300 0.801
H -5.683 0.555 0.512
H -6.317 1.563 -1.006
H -4.810 1.709 -1.609
H -5.987 4.164 -1.543
H -4.593 3.915 -0.430
H -6.578 2.166 2.446
H -5.063 2.988 2.381
C -3.193 -2.672 -4.576
C -2.633 -1.697 -3.528
C -1.346 -1.146 -4.053
S -0.962 -1.692 -5.792
O -0.058 -2.815 -5.752
O -0.674 -0.533 -6.605
C -2.694 -2.311 -6.041
H -4.223 -3.017 -4.485
H -2.632 -3.589 -4.401
H -2.476 -2.084 -2.522
H -3.448 -0.999 -3.339
H -0.526 -1.142 -3.334
H -1.514 -0.071 -4.117
H -2.711 -3.045 -6.846
H -3.324 -1.504 -6.416
C 1.548 -5.426 -1.136
C 0.361 -6.232 -1.733
C 1.065 -6.848 -2.978
S 2.102 -5.492 -3.713
O 1.401 -4.740 -4.684
O 3.451 -5.968 -4.018
C 2.134 -4.503 -2.196
H 2.377 -6.096 -0.910
H 1.354 -4.797 -0.267
H -0.541 -5.797 -2.165
H -0.165 -6.827 -0.987
H 0.507 -7.387 -3.744
H 1.743 -7.574 -2.529
H 1.508 -3.674 -2.527
H 3.058 -3.937 -2.080
C -2.488 5.011 6.432
C -3.504 4.301 5.442
C -2.828 3.009 4.904
S -0.959 3.331 4.983
O -0.459 3.577 3.637
O -0.230 2.372 5.808
C -0.998 4.931 5.888
H -2.472 4.508 7.399
H -2.678 6.072 6.589
H -3.779 5.050 4.700
H -4.488 4.057 5.841
H -2.854 2.684 3.864
H -2.813 2.259 5.695
H -0.972 5.771 5.194
H -0.169 4.969 6.595
C -2.873 4.404 -3.509
C -1.693 5.191 -3.098
C -0.354 4.463 -3.424
S -0.774 2.656 -3.283
O -0.171 1.998 -2.132
O -0.612 1.984 -4.534
C -2.595 2.936 -3.063
H -2.898 4.637 -4.573
H -3.822 4.646 -3.029
H -1.768 5.300 -2.016
H -1.720 6.205 -3.496
H 0.571 4.436 -2.849
H -0.229 4.419 -4.506
H -2.672 3.075 -1.984
H -3.264 2.117 -3.328
C 4.632 1.806 -4.361
C 3.321 1.130 -5.005
C 2.860 -0.070 -4.080
S 3.617 0.294 -2.354
O 4.280 -0.865 -1.729
O 2.751 1.109 -1.545
C 5.002 1.334 -2.972
H 4.209 2.794 -4.178
H 5.441 1.869 -5.089
H 3.661 0.801 -5.987
H 2.503 1.841 -5.119
H 3.335 -0.999 -4.397
H 1.785 -0.221 -3.985
H 5.789 0.595 -3.120
H 5.167 2.082 -2.197
C -0.021 -3.446 5.762
C 0.323 -4.946 6.129
C -0.738 -5.860 5.505
F -1.022 -5.693 4.253
F -0.445 -7.140 5.758
F 1.603 -5.069 5.621
F 0.437 -4.956 7.390
O -1.373 -3.188 5.798
C -1.910 -2.176 4.972
C -1.507 -0.753 5.205
F -0.196 -0.694 4.932
F -2.020 0.173 4.444
F -1.849 -2.470 3.689
F -3.243 -2.041 5.399
H 0.486 -3.362 4.800
H 0.424 -2.695 6.415
H -1.749 -5.773 5.903
H -1.496 -0.580 6.281
*
```

Löwdin population analysis, charges in e, atoms 1 to 8:
1 Li 0.695
2 Li 0.771
3 N -0.465
4 S 0.456
5 O -0.253
6 O -0.244
7 F -0.226
8 S 0.676

=====

# 5
Below is an isolated ion of composition C27H43Br2F6N4O6S2 and charge +1, with properties calculated with ωB97M-V/def2-TZVPD.

Summary:
Energy: -224989.101 eV
Lowest unoccupied orbital energy: -3.397 eV
Structure (SMILES): [H]/N=C\C[C@@]1(CC(=O)F)O[C@](ON=O)(S(=O)(=O)C(F)(F)C(F)(F)F)[C@@](CN)(/C(Br)=C(/C)Br)[N@H+](CSCC)[C@@]1(C)CCCCCCCCC

ORCA input file:
```
! wB97M-V def2-TZVPD RIJCOSX def2/J DEFGRID3
* xyz 1 1
H -2.693 -5.494 -0.710
N -2.240 -5.160 -1.564
C -2.187 -3.905 -1.619
C -2.735 -2.943 -0.578
C -1.645 -2.236 0.274
C -1.503 -3.028 1.596
C -2.674 -3.005 2.546
O -3.796 -3.102 2.323
F -2.246 -2.894 3.824
O -0.413 -2.338 -0.446
C 0.800 -1.889 0.015
O 1.522 -1.509 -1.079
N 1.245 -2.298 -2.356
O 1.824 -1.796 -3.197
S 1.562 -3.591 0.696
O 0.736 -4.554 0.029
O 1.674 -3.635 2.130
C 3.275 -4.005 -0.079
F 3.126 -5.281 -0.366
F 3.423 -3.328 -1.209
C 4.583 -3.854 0.808
F 5.514 -3.261 0.082
F 4.394 -3.141 1.898
F 4.998 -5.046 1.156
C 0.783 -0.609 1.022
C 1.469 -0.895 2.384
N 2.839 -1.276 2.157
C 1.589 0.642 0.417
Br 0.749 2.365 0.633
C 2.793 0.784 -0.165
C 3.337 2.140 -0.592
Br 4.042 -0.565 -0.599
N -0.710 -0.182 1.356
C -1.150 -0.174 2.802
S -0.668 1.307 3.743
C -0.837 0.536 5.373
C 0.410 -0.197 5.864
C -1.821 -0.708 0.377
C -3.208 -0.237 0.809
C -1.466 0.039 -0.942
C -2.090 -0.375 -2.275
C -1.458 0.426 -3.430
C -1.848 1.915 -3.457
C -0.854 2.858 -2.747
C -0.383 4.028 -3.614
C 0.531 5.008 -2.856
C 0.473 6.474 -3.331
C 0.240 7.478 -2.198
H -1.729 -3.481 -2.513
H -3.354 -3.546 0.088
H -3.387 -2.214 -1.056
H -0.596 -2.796 2.149
H -1.386 -4.079 1.292
H 1.390 0.019 2.976
H 0.965 -1.704 2.911
H 3.125 -2.028 2.769
H 3.479 -0.498 2.255
H 2.662 2.607 -1.320
H 4.310 2.027 -1.061
H 3.442 2.812 0.266
H -0.747 0.822 1.114
H -2.234 -0.156 2.769
H -0.873 -1.077 3.329
H -1.114 1.354 6.045
H -1.702 -0.135 5.340
H 0.524 -1.169 5.371
H 1.310 0.396 5.671
H 0.350 -0.366 6.943
H -3.894 -0.406 -0.022
H -3.198 0.843 1.008
H -3.624 -0.727 1.687
H -1.774 1.081 -0.766
H -0.385 0.079 -1.082
H -3.165 -0.151 -2.267
H -1.944 -1.432 -2.480
H -1.680 -0.067 -4.380
H -0.363 0.374 -3.314
H -1.917 2.224 -4.507
H -2.854 2.042 -3.041
H -1.311 3.282 -1.841
H 0.030 2.291 -2.425
H 0.169 3.612 -4.468
H -1.252 4.562 -4.015
H 0.252 4.973 -1.791
H 1.563 4.639 -2.922
H 1.400 6.734 -3.851
H -0.340 6.567 -4.061
H 0.840 7.218 -1.318
H -0.812 7.492 -1.896
H 0.517 8.493 -2.492
*
```

Löwdin population analysis, charges in e, atoms 1 to 8:
1 H 0.063
2 N 0.139
3 C -0.224
4 C -0.055
5 C -0.310
6 C 0.013
7 C -0.473
8 O 0.223

=====

Question: Which of these has the highest energy?
Answer: C6H6O

=====

Question: Which formula does entry 3 have?
Answer: C63H77Ge2O2P2PbS5

=====

Question: What is the energy in the first record?
Answer: -8362.295 eV

=====

Question: Among the records above, which one has the highest energy?
Answer: C6H6O